A 2-piece molecular cluster, C2H3N2O2S overall at a distorted geometry. Source: OMol25; level of theory: ωB97M-V/def2-TZVPD.

The geometry in ORCA input format:
```
! wB97M-V def2-TZVPD RIJCOSX def2/J DEFGRID3
* xyz -1 3
C 0.373 1.103 -0.633
C -0.143 -1.300 -1.059
N 0.450 1.209 0.697
N -0.620 1.085 1.368
O -0.435 1.419 2.555
O -1.437 -1.458 -0.935
S 0.952 -2.485 -1.119
H 1.451 1.186 -0.975
H 1.273 1.540 1.358
H -1.866 -2.299 -1.257
*
```

Values from the calculation:
ΔE to the lowest compared entry with this formula, charge and spin ... 58.31 kcal/mol
LUMO energy (alpha / beta) ... 3.446 / 2.937 eV
Largest force on an atom ... 0.0657 Eh/bohr